(1)
# C37H28N2O9S

A molecular structure, C37H28N2O9S at a distorted geometry (ωB97M-V with the def2-TZVPD basis set, the Open Molecules 2025 dataset).

The multiplicity is 1. The frontier orbital gap is 7.99 eV. The value obtained for the highest occupied orbital energy is -9.15 eV. As for the strongest force on any atom: 0.111 Eh/bohr. Its LUMO energy is -1.160 eV.

Last column: Löwdin charge in e.
Element x y z (Å)
C1 1.85555 -5.53130 0.11076  0.004
C2 1.67935 -4.15482 -0.00719  -0.158
C3 2.39175 -3.29082 -1.11230  -0.101
C4 1.63615 -3.22805 -2.49883  -0.240
O1 2.49164 -2.75391 -3.59594  -0.167
S1 1.40374 -2.91054 -4.89495  0.766
O2 0.88275 -1.55182 -5.01249  -0.250
O3 2.21743 -3.45861 -5.95757  -0.217
O4 0.23290 -3.96380 -4.26441  -0.124
C5 0.99201 -4.53579 -3.13337  -0.448
N1 -0.00875 -5.30781 -2.39862  0.152
C6 -1.15631 -4.70414 -2.26240  -0.235
C7 -1.44909 -3.46791 -1.30682  -0.066
C8 -2.41187 -5.26181 -3.07293  -0.017
O5 1.83032 -5.48731 -3.82329  0.069
C9 2.90045 -5.88057 -3.07546  -0.254
N2 3.73451 -6.34654 -2.44474  0.197
H1 0.90095 -6.12304 0.27427  0.076
H2 2.84334 -6.04898 0.01039  0.062
H3 0.96015 -3.64628 0.70139  0.094
H4 3.47507 -3.58835 -1.29648  0.135
H5 2.43986 -2.22003 -0.72167  0.119
H6 0.78746 -2.48011 -2.49222  0.132
H7 -0.90348 -3.54961 -0.33563  0.078
H8 -1.25892 -2.47527 -1.81165  0.132
H9 -2.55840 -3.50391 -1.07569  0.097
H10 -2.34557 -6.37134 -3.25603  0.093
H11 -3.33897 -5.09884 -2.42924  0.077
H12 -2.57529 -4.65673 -4.01131  0.101
C10 -0.81208 2.90120 6.13002  -0.056
C11 -2.19697 3.01632 6.22085  -0.056
C12 -3.01334 2.27114 5.38175  0.002
C13 -2.44782 1.41602 4.43954  -0.081
C14 -1.05977 1.31907 4.33242  -0.082
C15 -0.24404 2.05539 5.18792  0.004
C16 -0.44350 0.45029 3.30115  -0.280
O6 0.76614 0.36138 3.20825  0.106
C17 -1.32707 -0.30324 2.37715  -0.085
C18 -0.76335 -1.07880 1.36574  -0.003
C19 -1.57881 -1.79972 0.49962  -0.099
C20 -2.96620 -1.75202 0.65338  -0.042
C21 -3.53010 -0.97653 1.65695  0.014
C22 -2.71270 -0.24278 2.51460  -0.076
C23 -3.32902 0.61094 3.55977  -0.276
O7 -4.53777 0.65405 3.68887  0.106
H13 -0.17539 3.47717 6.79235  0.108
H14 -2.63933 3.68703 6.94897  0.108
H15 -4.09093 2.36058 5.45996  0.121
H16 0.83464 1.97359 5.11770  0.122
H17 0.31483 -1.12000 1.24535  0.115
H18 -1.10815 -2.42353 -0.32590  -0.022
H19 -3.60808 -2.31686 -0.01373  0.098
H20 -4.60818 -0.93994 1.76761  0.123
C24 1.69820 1.26310 -2.49554  -0.042
C25 0.81836 0.85699 -1.49545  -0.051
C26 0.32114 1.78151 -0.58781  0.010
C27 0.71045 3.11436 -0.66762  -0.078
C28 1.61106 3.51844 -1.65405  -0.079
C29 2.09489 2.59120 -2.57493  0.010
C30 2.07286 4.92701 -1.72011  -0.278
O8 2.85467 5.28157 -2.58131  0.107
C31 1.57115 5.89314 -0.71223  -0.083
C32 2.03835 7.20526 -0.72481  0.001
C33 1.56508 8.12001 0.20584  -0.057
C34 0.61599 7.73056 1.14754  -0.058
C35 0.15161 6.42295 1.16755  0.001
C36 0.63466 5.49846 0.24438  -0.083
C37 0.15828 4.09531 0.29722  -0.275
O9 -0.66826 3.75224 1.12266  0.102
H21 2.07873 0.54099 -3.21030  0.104
H22 0.51794 -0.18387 -1.42561  0.086
H23 -0.36800 1.45925 0.18502  0.107
H24 2.78418 2.90225 -3.35157  0.124
H25 2.77489 7.51544 -1.45744  0.121
H26 1.93411 9.13959 0.19733  0.108
H27 0.24170 8.44787 1.86949  0.107
H28 -0.58379 6.12364 1.90584  0.121



(2)
# C21H53AsBO5ScSi3

A molecular structure, C21H53AsBO5ScSi3 at a distorted geometry (ωB97M-V with the def2-TZVPD basis set, the Open Molecules 2025 dataset).

The multiplicity is 1. The frontier orbital gap is 8.53 eV. The energy above the lowest of the compared OMol25 structures with the same formula, charge and spin is 15.6 kcal per mole. The value obtained for the highest occupied orbital energy is -14.59 eV. As for the strongest force on any atom: 0.050 Eh/bohr. Its LUMO energy is -6.056 eV. Its charge is +2.

Last column: Löwdin charge in e.
Element x y z (Å)
Sc1 0.69072 -0.69585 0.41593  1.053
C1 -0.23913 -3.91824 -0.16008  -0.008
O1 -0.01552 -2.90846 0.84970  -0.282
C2 0.15100 -3.47401 2.15551  -0.143
C3 0.08415 -2.35312 3.17559  -0.131
O2 0.90032 -1.23706 2.79487  -0.262
C4 2.23502 -1.18810 3.31589  -0.125
C5 3.21342 -1.88622 2.39371  -0.153
O3 2.94659 -1.44348 1.06041  -0.275
C6 3.96702 -1.86986 0.13345  -0.015
H1 -1.16758 -4.44864 0.05014  0.113
H2 0.58953 -4.62730 -0.17346  0.116
H3 -0.30860 -3.40922 -1.11826  0.081
H4 1.10414 -4.00615 2.19739  0.137
H5 -0.65180 -4.18730 2.35216  0.151
H6 0.37908 -2.72703 4.15654  0.152
H7 -0.93463 -1.96770 3.23575  0.124
H8 2.27656 -1.61917 4.31639  0.150
H9 2.48714 -0.12908 3.37934  0.133
H10 3.12088 -2.97480 2.43998  0.136
H11 4.23249 -1.61897 2.68166  0.151
H12 4.93716 -1.48646 0.44894  0.112
H13 3.71151 -1.46289 -0.84169  0.083
H14 4.00450 -2.95967 0.09133  0.113
C7 1.40491 0.55010 -4.66692  0.004
C8 1.87086 -0.73382 -3.98953  -0.449
C9 3.15034 -1.22196 -4.64905  0.004
O4 2.16861 -0.38876 -2.60728  0.061
B1 1.18319 -0.84393 -1.78509  -0.646
O5 0.27436 -1.62527 -2.47704  0.003
C10 0.73945 -1.81614 -3.84769  -0.448
C11 -0.44574 -1.63483 -4.78038  0.005
C12 1.24952 -3.25157 -3.93546  -0.002
H15 2.19706 1.29461 -4.59453  0.102
H16 0.51323 0.94787 -4.18122  0.079
H17 1.19232 0.38074 -5.72181  0.104
H18 3.86464 -0.40053 -4.68596  0.100
H19 2.94015 -1.54539 -5.66847  0.106
H20 3.60735 -2.04358 -4.10174  0.088
H21 -0.92020 -0.66552 -4.63935  0.081
H22 -1.18355 -2.41078 -4.57681  0.099
H23 -0.13471 -1.72701 -5.82082  0.108
H24 2.06315 -3.42232 -3.22917  0.094
H25 1.60364 -3.47759 -4.93982  0.102
H26 0.43408 -3.93610 -3.70028  0.095
C13 1.39989 3.14925 2.59056  -0.202
Si1 0.30583 3.27622 1.05911  0.347
C14 1.35770 3.04586 -0.49643  -0.199
C15 -0.68920 4.86369 1.01255  -0.179
As1 -1.01606 1.25561 1.16876  0.812
Si2 -2.67868 1.50220 -0.58058  0.350
C16 -1.68214 1.37548 -2.17475  -0.202
C17 -3.66656 3.10022 -0.52547  -0.182
C18 -3.84767 0.02782 -0.44720  -0.204
Si3 -2.27753 1.36790 3.23080  0.357
C19 -1.07392 1.04027 4.64466  -0.191
C20 -3.08538 3.05238 3.41173  -0.187
C21 -3.51293 -0.05383 3.09909  -0.207
H27 2.17234 3.92065 2.59355  0.048
H28 1.90122 2.17824 2.62820  0.012
H29 0.81711 3.26824 3.50477  0.020
H30 2.24879 3.67606 -0.46430  0.050
H31 0.80325 3.32803 -1.39233  0.031
H32 1.69196 2.00978 -0.62434  0.002
H33 -0.01427 5.71901 1.08952  0.051
H34 -1.40370 4.92956 1.83367  0.023
H35 -1.23788 4.96354 0.07569  0.023
H36 -0.82641 2.05200 -2.17695  0.016
H37 -2.31062 1.63364 -3.03038  0.056
H38 -1.31430 0.35786 -2.32394  0.011
H39 -3.06057 3.97473 -0.76245  0.023
H40 -4.14430 3.26888 0.43961  0.019
H41 -4.46114 3.03561 -1.27234  0.051
H42 -3.33863 -0.88424 -0.12799  0.020
H43 -4.29210 -0.16708 -1.42577  0.046
H44 -4.66504 0.22386 0.24737  0.028
H45 -0.34993 1.84876 4.75098  0.020
H46 -0.52335 0.10870 4.50714  0.007
H47 -1.62369 0.96787 5.58584  0.050
H48 -2.36621 3.79381 3.76377  0.035
H49 -3.89283 3.00025 4.14459  0.051
H50 -3.50833 3.40759 2.47238  0.009
H51 -3.08356 -0.91024 2.57461  0.011
H52 -4.40818 0.24806 2.55387  0.028
H53 -3.82966 -0.38567 4.08955  0.045